one.
C3H9NS | wB97M-V/def2-TZVPD

Summary:
HOMO-LUMO gap	6.92	eV
molecular weight	91.2	g mol⁻¹
highest occupied orbital energy	-7.89	eV
lowest unoccupied orbital energy	-0.03586	Eh
multiplicity	1

Positions of all 14 atoms, in Å:
C (-0.87277, -0.57960, 0.25306)
C (0.64848, -0.69589, 0.56162)
C (1.37252, 0.07485, -0.51565)
H (-1.34833, 0.95031, 1.81862)
H (-2.20346, 0.53039, 0.21559)
H (-0.78801, -0.69916, -1.16891)
H (-1.63847, -1.21459, 0.93743)
H (1.26892, -1.80247, 0.60776)
H (0.78221, -0.27651, 1.71799)
H (2.26015, -0.71426, -0.64098)
H (1.67921, 1.22264, -0.20935)
H (-0.21783, 2.10292, -1.96249)
N (-1.17927, 0.90806, 0.51797)
S (0.23666, 0.19329, -2.13268)

Here are the Mulliken charges for atoms 1 to 4, given in e: C -0.669; C -0.520; C -0.265; H 0.264

---

two.
C3H9NS | wB97M-V/def2-TZVPD

Summary:
SMILES string	C[C@@H](N)CS
HOMO-LUMO gap	9.98	eV
molecular weight	91.2	g mol⁻¹
highest occupied orbital energy	-9.10	eV
lowest unoccupied orbital energy	0.03220	Eh
multiplicity	1

Positions of all 14 atoms, in Å:
C (-0.20851, -1.26806, 0.86000)
C (-0.51551, -0.15419, -0.20138)
C (0.65884, 0.77312, -0.32655)
H (0.79994, -1.75365, 0.69208)
H (-0.94155, -2.07592, 0.96602)
H (-0.09018, -0.77085, 1.84126)
H (-0.58274, -0.62665, -1.17560)
H (-2.41506, 0.42620, -0.48928)
H (-1.37349, 1.57726, 0.27168)
H (0.37092, 1.43586, -1.15716)
H (0.87639, 1.39284, 0.52533)
H (3.04038, 0.66570, -1.14095)
N (-1.67504, 0.61982, 0.25720)
S (2.05560, -0.24147, -0.92266)

Here are the Mulliken charges for atoms 1 to 4, given in e: C -1.190; C 0.153; C -0.852; H 0.342

---

three.
C3H9NS | wB97M-V/def2-TZVPD

Summary:
SMILES string	CNCCS
HOMO-LUMO gap	9.53	eV
molecular weight	91.2	g mol⁻¹
highest occupied orbital energy	-8.53	eV
lowest unoccupied orbital energy	0.03681	Eh
multiplicity	1

Positions of all 14 atoms, in Å:
C (2.41611, -0.96097, -0.73560)
C (0.24044, -0.06053, -0.94343)
C (-1.25016, -0.02973, -0.37080)
H (2.34468, -1.20743, -1.82874)
H (2.97778, -1.94195, -0.37703)
H (2.92312, -0.08726, -0.51580)
H (0.75538, -1.06425, 0.74306)
H (0.63277, 1.00267, -0.87429)
H (0.24508, -0.39849, -1.99355)
H (-1.83865, 0.36949, -1.17045)
H (-1.61709, -1.05252, -0.20847)
H (-0.16329, 0.77152, 1.48228)
N (1.03856, -0.92429, -0.19564)
S (-1.37300, 1.02411, 1.15071)

Here are the Mulliken charges for atoms 1 to 4, given in e: C -0.869; C -0.595; C -0.738; H 0.260

---

Result of the stability comparison: one is the least stable of them.

---

one.
C5H11NO | wB97M-V/def2-TZVPD

Summary:
HOMO-LUMO gap	10.10	eV
molecular weight	101.1	g mol⁻¹
highest occupied orbital energy	-9.05	eV
lowest unoccupied orbital energy	0.03882	Eh
multiplicity	1

Positions of all 18 atoms, in Å:
C (-1.61039, -0.42071, -1.21469)
C (-1.18249, 0.42778, -0.02186)
C (0.33637, 0.45525, 0.21241)
C (0.70333, 1.38130, 1.37352)
N (0.89546, -0.88206, 0.39801)
C (1.77501, -1.83294, -0.78830)
O (1.63404, -1.58175, -1.92661)
H (-1.11128, -0.08973, -2.13172)
H (-1.35272, -1.47305, -1.06309)
H (-2.69162, -0.35603, -1.37708)
H (-1.52090, 1.46306, -0.16620)
H (-1.68223, 0.07288, 0.89189)
H (0.80619, 0.83317, -0.70662)
H (0.36293, 2.40566, 1.18362)
H (0.23825, 1.04581, 2.30895)
H (1.78640, 1.40572, 1.52458)
H (0.48455, -1.40259, 1.17555)
H (2.12909, -1.45178, 0.32762)

Here are the Mulliken charges for atoms 1 to 4, given in e: C -1.147; C -0.594; C 0.458; C -1.524

---

two.
C5H11NO | wB97M-V/def2-TZVPD

Summary:
HOMO-LUMO gap (alpha / beta)	8.44 / 8.44	eV
molecular weight	101.1	g mol⁻¹
highest occupied orbital energy (alpha / beta)	-7.60 / -7.61	eV
lowest unoccupied orbital energy (alpha / beta)	0.03066 / 0.03066	Eh
multiplicity	1

Positions of all 18 atoms, in Å:
C (-2.16718, 0.97679, -1.38814)
O (-1.13622, 0.16314, -1.49537)
C (-0.08072, 0.27295, -0.73611)
C (-0.03773, 0.43486, 0.76587)
N (1.22605, -0.32629, 0.73903)
C (1.39018, -1.36059, 1.73252)
C (1.01190, -0.76449, -0.65673)
H (-2.42046, 1.36211, -0.40410)
H (-2.93203, 0.79018, -2.13116)
H (-0.80472, 2.36883, -1.52228)
H (-0.07108, 2.09377, -1.32081)
H (0.04211, 1.43942, 1.19709)
H (-0.87624, -0.10309, 1.25654)
H (0.56502, -2.09981, 1.73269)
H (1.44497, -0.90573, 2.72750)
H (2.32988, -1.89450, 1.55370)
H (0.62957, -1.79833, -0.74342)
H (1.88667, -0.64920, -1.30682)

Here are the Mulliken charges for atoms 1 to 4, given in e: C -0.569; O -0.238; C 0.212; C -0.413

---

three.
C5H11NO | wB97M-V/def2-TZVPD

Summary:
SMILES string	CC(=O)NC(C)C
HOMO-LUMO gap	10.35	eV
molecular weight	101.1	g mol⁻¹
highest occupied orbital energy	-9.46	eV
lowest unoccupied orbital energy	0.03270	Eh
multiplicity	1

Positions of all 18 atoms, in Å:
C (2.43333, -1.09338, 0.69833)
C (1.65727, -0.08274, -0.11002)
N (0.32657, -0.39981, -0.35988)
C (-1.16143, 1.12186, 0.91620)
C (-0.72681, 0.60354, -0.45071)
C (-1.86133, -0.11511, -1.24172)
O (2.12186, 0.98428, -0.43256)
H (3.48819, -0.94675, 0.50012)
H (2.18994, -0.86668, 1.73722)
H (2.10463, -2.13738, 0.67286)
H (0.03765, -1.36083, -0.42797)
H (-0.89689, 2.17929, 1.02272)
H (-2.24248, 1.02150, 1.04828)
H (-0.73484, 0.64324, 1.79067)
H (-0.38905, 1.42943, -1.07685)
H (-1.37227, -0.34720, -2.19143)
H (-2.79061, 0.45404, -1.22224)
H (-2.18372, -1.08730, -0.87303)

Here are the Mulliken charges for atoms 1 to 4, given in e: C -1.057; C 0.610; N -0.231; C -1.272

---

four.
C5H11NO | wB97M-V/def2-TZVPD

Summary:
SMILES string	CC(C)[C@@H](N)C=O
HOMO-LUMO gap	10.52	eV
molecular weight	101.1	g mol⁻¹
highest occupied orbital energy	-9.67	eV
lowest unoccupied orbital energy	0.03136	Eh
multiplicity	1

Positions of all 18 atoms, in Å:
O (-1.84780, 0.79185, -1.73379)
C (-1.04317, 0.03924, -1.26855)
C (0.13509, 0.43612, -0.39044)
C (-0.02248, -0.01206, 1.08025)
C (1.21326, 0.45767, 1.90167)
C (-0.19543, -1.52378, 1.14361)
N (1.36596, -0.08848, -1.04844)
H (-1.30900, -1.04138, -1.24899)
H (0.12376, 1.51931, -0.58399)
H (-0.86193, 0.58654, 1.43978)
H (2.01264, 0.74029, 1.22499)
H (1.47594, -0.13574, 2.76880)
H (0.94041, 1.46183, 2.26296)
H (-1.21117, -1.86421, 0.96072)
H (0.41203, -1.94596, 0.33224)
H (0.16359, -1.92651, 2.08164)
H (1.28564, -0.01677, -2.04751)
H (2.15457, 0.40160, -0.68654)

Here are the Mulliken charges for atoms 1 to 4, given in e: O -0.461; C -0.338; C 0.021; C 0.593

---

Result of the stability comparison: two is the least stable of them.

---

one.
C4H8 | wB97M-V/def2-TZVPD

Summary:
SMILES string	C1CCC1
HOMO-LUMO gap	11.65	eV
molecular weight	56.1	g mol⁻¹
highest occupied orbital energy	-10.36	eV
lowest unoccupied orbital energy	0.04755	Eh
multiplicity	1

Positions of all 12 atoms, in Å:
C (0.84482, -0.62004, 0.08433)
C (0.61166, 0.78554, 0.40400)
C (-0.93771, 0.64363, -0.00967)
C (-0.52587, -0.74418, -0.52993)
H (0.95219, -1.29098, 0.93565)
H (1.68059, -0.82852, -0.58192)
H (1.20748, 1.44654, -0.17501)
H (0.78481, 1.05165, 1.48991)
H (-1.24253, 1.33497, -0.79521)
H (-1.60659, 0.60917, 0.93972)
H (-1.13438, -1.63136, -0.09063)
H (-0.63446, -0.75642, -1.67126)

Here are the Mulliken charges for atoms 1 to 4, given in e: C -0.468; C -0.500; C -0.492; C -0.393

---

two.
C4H8 | wB97M-V/def2-TZVPD

Summary:
HOMO-LUMO gap	9.10	eV
molecular weight	56.1	g mol⁻¹
highest occupied orbital energy	-8.58	eV
lowest unoccupied orbital energy	0.01912	Eh
multiplicity	1

Positions of all 12 atoms, in Å:
C (1.22905, 1.63982, -0.44682)
C (0.70408, 1.03473, -1.57483)
C (-0.79619, -1.66853, 1.23315)
C (-0.26754, 0.41355, -0.86070)
H (1.71795, 1.04800, 0.36476)
H (1.02003, 0.89683, -2.56719)
H (-0.99305, -0.61282, 0.85682)
H (0.25389, -1.74155, 1.56748)
H (-0.92458, -2.36032, 0.37664)
H (-1.30223, 0.60963, -0.96336)
H (-1.47560, -1.88639, 2.05371)
H (0.83420, 2.62706, -0.03965)

Here are the Mulliken charges for atoms 1 to 4, given in e: C -0.512; C -0.248; C -0.819; C -0.446

---

three.
C4H8 | wB97M-V/def2-TZVPD

Summary:
SMILES string	C=C.C=C
HOMO-LUMO gap	11.59	eV
molecular weight	56.1	g mol⁻¹
highest occupied orbital energy	-10.26	eV
lowest unoccupied orbital energy	0.04876	Eh
multiplicity	1

Positions of all 12 atoms, in Å:
C (1.32624, -0.39405, 1.25345)
C (0.40385, -1.32765, 1.42506)
H (-0.38763, -1.44064, 0.69826)
H (2.10376, -0.32132, 2.00416)
H (1.23407, 0.31281, 0.34165)
H (0.40780, -2.05125, 2.22702)
C (-0.36888, 0.59654, -1.71997)
C (-1.31975, 1.13858, -0.97579)
H (-1.22410, 1.14310, 0.10043)
H (-0.50503, 0.62374, -2.79433)
H (0.52932, 0.09259, -1.19242)
H (-2.19967, 1.62755, -1.36752)

Here are the Mulliken charges for atoms 1 to 4, given in e: C -0.376; C -0.409; H 0.216; H 0.248

---

Result of the stability comparison: two is the least stable of them.

---

one.
C3H9NO2 | wB97M-V/def2-TZVPD

Summary:
SMILES string	CNC(C)=O.O
HOMO-LUMO gap	10.34	eV
molecular weight	91.1	g mol⁻¹
highest occupied orbital energy	-9.30	eV
lowest unoccupied orbital energy	0.03831	Eh
multiplicity	1

Positions of all 15 atoms, in Å:
C (-0.59862, -0.54617, -2.24756)
C (-1.34140, -1.29268, -1.15464)
N (-0.81126, -1.18520, 0.20173)
C (-1.57772, -0.15659, 0.90238)
O (-2.49061, -1.61927, -1.32297)
H (-0.67943, -1.04264, -3.21470)
H (0.47043, -0.39737, -2.07809)
H (-0.96494, 0.47447, -2.37856)
H (-0.89026, -2.12259, 0.58258)
H (-0.97947, 0.34573, 1.66918)
H (-1.91992, 0.64543, 0.25135)
H (-2.45879, -0.53347, 1.41961)
H (5.15096, 4.48048, 2.68050)
H (6.29433, 3.47310, 2.52689)
O (5.33957, 3.54634, 2.64536)

Here are the Mulliken charges for atoms 1 to 4, given in e: C -0.942; C 0.471; N -0.318; C -0.723

---

two.
C3H9NO2 | wB97M-V/def2-TZVPD

Summary:
SMILES string	CC(=O)O.CN
HOMO-LUMO gap	9.59	eV
molecular weight	91.1	g mol⁻¹
highest occupied orbital energy	-8.97	eV
lowest unoccupied orbital energy	0.02261	Eh
multiplicity	1

Positions of all 15 atoms, in Å:
C (-0.88851, 2.11081, -0.58762)
N (-0.59404, 2.10983, -2.03737)
H (1.44770, -1.01367, -0.93328)
H (0.24553, 1.58484, -2.23374)
H (-1.31770, 1.62083, -2.55231)
H (-0.03866, 1.70320, -0.05696)
H (-1.86615, 1.67969, -0.39391)
H (-1.02804, 3.15576, -0.27790)
C (0.52712, -1.47706, 2.07974)
C (0.34409, -1.14143, 0.65459)
O (1.52575, -1.24744, 0.00125)
O (-0.66654, -0.83283, 0.08969)
H (-0.38765, -1.44976, 2.66939)
H (1.26042, -0.86894, 2.60354)
H (1.04571, -2.41601, 2.23244)

Here are the Mulliken charges for atoms 1 to 4, given in e: C -0.542; N -0.573; H 0.340; H 0.227

---

three.
C3H9NO2 | wB97M-V/def2-TZVPD

Summary:
SMILES string	CNC(C)=O.O
HOMO-LUMO gap	10.02	eV
molecular weight	91.1	g mol⁻¹
highest occupied orbital energy	-9.37	eV
lowest unoccupied orbital energy	0.02374	Eh
multiplicity	1

Positions of all 15 atoms, in Å:
C (0.60581, -2.01518, 1.10805)
C (-0.23123, -2.43276, -0.05140)
N (-1.09990, -1.56661, -0.65286)
C (-0.61628, -0.22726, -0.49710)
O (-0.30380, -3.67109, -0.29298)
H (0.82699, -2.96117, 1.63669)
H (0.30156, -1.11070, 1.62437)
H (1.57421, -1.73652, 0.62794)
H (-1.77347, -2.10858, -1.18741)
H (-1.23066, 0.23599, 0.31869)
H (0.47481, -0.07698, -0.38580)
H (-1.06516, 0.24186, -1.40977)
H (0.35821, 6.41408, -0.40683)
H (1.41892, 5.31792, -0.51618)
O (0.75999, 5.69699, 0.08458)

Here are the Mulliken charges for atoms 1 to 4, given in e: C -1.060; C 0.585; N -0.121; C -0.932

---

four.
C3H9NO2 | wB97M-V/def2-TZVPD

Summary:
SMILES string	CC(=O)O.CN
HOMO-LUMO gap	10.51	eV
molecular weight	91.1	g mol⁻¹
highest occupied orbital energy	-9.78	eV
lowest unoccupied orbital energy	0.02664	Eh
multiplicity	1

Positions of all 15 atoms, in Å:
C (-0.15095, 0.40827, -1.03306)
C (-0.85625, -0.91024, -1.20971)
O (0.04785, -1.91711, -1.20134)
O (-2.03334, -1.13357, -1.22818)
H (0.08042, 0.74639, -2.04344)
H (0.68763, 0.30681, -0.36600)
H (-0.89138, 1.08711, -0.62093)
C (1.91169, 1.61564, 2.24883)
N (0.49928, 1.45180, 1.73724)
H (-0.12665, 1.88770, 2.40019)
H (-0.35267, -2.75119, -1.14547)
H (0.33145, 0.46130, 1.89829)
H (1.99807, 2.39279, 2.99452)
H (2.47429, 1.91798, 1.36913)
H (2.28671, 0.64614, 2.57022)

Here are the Mulliken charges for atoms 1 to 4, given in e: C -0.759; C 0.689; O -0.435; O -0.558

---

Result of the stability comparison: three is the least stable of them.

---

one.
C3H9NO2 | wB97M-V/def2-TZVPD

Summary:
SMILES string	C=CN=C.O.O
HOMO-LUMO gap	8.22	eV
molecular weight	91.1	g mol⁻¹
highest occupied orbital energy	-8.13	eV
lowest unoccupied orbital energy	0.00337	Eh
multiplicity	1

Positions of all 15 atoms, in Å:
C (0.43502, -1.31023, 0.43085)
C (0.99154, -1.85384, -0.64913)
C (0.32627, 1.09731, 0.58490)
N (0.60600, -0.05049, 1.02033)
H (-0.15569, -1.96330, 1.07343)
H (1.81170, -1.32126, -1.10763)
H (0.78306, -2.89013, -0.87550)
H (-0.54527, 1.66017, 0.95258)
H (0.84011, 1.64565, -0.22312)
H (0.79097, 4.53642, 1.08305)
H (0.89142, 4.85206, -0.42369)
O (0.40191, 4.32819, 0.22099)
H (-2.34431, -2.71939, -1.45227)
H (-2.04720, -3.13162, -0.03086)
O (-2.78553, -2.87954, -0.60393)

Here are the Mulliken charges for atoms 1 to 4, given in e: C -0.033; C -0.655; C -0.228; N -0.417

---

two.
C3H9NO2 | wB97M-V/def2-TZVPD

Summary:
SMILES string	CC(=O)O.CN
HOMO-LUMO gap	10.26	eV
molecular weight	91.1	g mol⁻¹
highest occupied orbital energy	-9.38	eV
lowest unoccupied orbital energy	0.03211	Eh
multiplicity	1

Positions of all 15 atoms, in Å:
C (-0.36916, -0.73891, 2.61973)
N (0.11744, 0.35397, 1.77007)
H (-0.81203, 0.07140, 0.02701)
H (-0.33028, 1.25903, 1.89657)
H (1.14019, 0.52636, 1.83027)
H (0.27611, -1.59637, 2.80113)
H (-1.12195, -1.23371, 2.03654)
H (-0.77535, -0.33196, 3.55954)
C (0.18430, 0.37950, -2.97419)
C (0.51961, 0.28680, -1.55056)
O (1.52618, 0.24190, -0.89442)
O (-0.71396, 0.05126, -0.99131)
H (-0.43424, 1.20784, -3.34037)
H (-0.35620, -0.59160, -3.28353)
H (1.14936, 0.11449, -3.50648)

Here are the Mulliken charges for atoms 1 to 4, given in e: C -0.666; N -0.543; H 0.365; H 0.243

---

three.
C3H9NO2 | wB97M-V/def2-TZVPD

Summary:
SMILES string	CC(=O)O.CN
HOMO-LUMO gap	9.56	eV
molecular weight	91.1	g mol⁻¹
highest occupied orbital energy	-8.80	eV
lowest unoccupied orbital energy	0.02804	Eh
multiplicity	1

Positions of all 15 atoms, in Å:
C (-0.91033, 2.26735, -0.30712)
N (-1.59929, 2.79290, -1.47579)
H (0.19852, -3.21202, 0.13138)
H (-1.25941, 2.39834, -2.33065)
H (-1.90735, 3.73150, -1.43496)
H (-1.22400, 1.34289, 0.12493)
H (-0.91206, 3.03059, 0.47578)
H (0.15682, 2.22214, -0.53797)
C (1.61777, -0.37341, 0.26787)
C (0.53038, -1.39493, 0.57702)
O (-0.43866, -1.34393, 1.27412)
O (0.87878, -2.55579, -0.05569)
H (1.72218, -0.34918, -0.81302)
H (2.49133, -0.85880, 0.67355)
H (1.39841, 0.57384, 0.73239)

Here are the Mulliken charges for atoms 1 to 4, given in e: C -0.541; N -0.470; H 0.335; H 0.174

---

Result of the stability comparison: one is the least stable of them.